Formula: C37H56BaClFN7O4PSi
Source: the Open Molecules 2025 dataset
Level of theory: ωB97M-V/def2-TZVPD

Its total charge is -2. The LUMO energy is 3.97 eV. The relative energy (zero: lowest compared OMol25 entry of this formula, charge and spin) comes out at 18.1 kJ/mol.

```
109
Properties=species:S:1:pos:R:3:lowdin_charge:R:1
Ba 0.399 -1.002 -0.601 1.8696
C 0.600 4.005 2.104 -0.1991
C 1.503 3.142 2.994 -0.1524
C 0.788 2.240 3.945 -0.2912
C 0.469 2.567 5.234 -0.1473
C -0.553 1.892 5.938 -0.1937
C -1.451 1.170 5.107 -0.1917
C -1.126 0.828 3.834 -0.1295
N 0.268 0.979 3.491 -0.1711
N 0.011 3.323 0.955 -0.1288
C 1.000 3.126 -0.099 -0.1194
C 0.420 2.889 -1.472 -0.2854
C 0.309 3.913 -2.406 -0.0391
C -0.244 3.621 -3.645 -0.0824
C -0.664 2.332 -3.925 -0.0586
C -0.500 1.360 -2.943 -0.1264
N 0.032 1.649 -1.762 0.0466
C -1.255 3.874 0.544 -0.1475
C -2.180 2.888 -0.149 -0.2793
C -2.998 3.334 -1.180 -0.0533
C -3.842 2.426 -1.804 -0.0850
C -3.834 1.112 -1.375 -0.0618
C -2.989 0.766 -0.327 -0.1330
N -2.182 1.627 0.279 0.1482
H 1.163 4.890 1.737 0.1030
H -0.218 4.367 2.730 0.1127
H 2.104 3.837 3.596 0.1022
H 2.218 2.598 2.366 0.0790
H 0.946 3.451 5.664 0.0842
H -0.833 2.188 6.940 0.0375
H -2.477 0.983 5.425 0.0759
H -1.808 0.478 3.073 0.0752
H 1.645 2.279 0.148 0.1043
H 1.658 4.018 -0.173 0.1179
H 0.651 4.907 -2.152 0.1061
H -0.342 4.405 -4.389 0.0960
H -1.103 2.059 -4.875 0.0992
H -0.805 0.326 -3.095 0.0804
H -1.171 4.760 -0.120 0.1129
H -1.762 4.222 1.448 0.1236
H -2.935 4.366 -1.502 0.1011
H -4.473 2.736 -2.631 0.0958
H -4.428 0.344 -1.847 0.0926
H -2.933 -0.260 0.016 0.0924
C 1.470 -5.664 0.870 -0.0280
C 0.688 -4.359 0.890 -0.3926
O 1.214 -3.386 0.355 -0.1285
C -0.641 -4.333 1.510 -0.0970
C -1.148 -5.540 2.037 -0.0809
C -2.399 -5.655 2.591 -0.1389
C -3.207 -4.504 2.624 -0.1235
C -2.771 -3.309 2.136 -0.0186
C -1.457 -3.141 1.563 -0.3886
O -1.099 -2.008 1.147 -0.2896
H 2.427 -5.464 0.394 0.0698
H 0.935 -6.430 0.307 0.0798
H 1.633 -6.053 1.875 0.0770
H -0.521 -6.420 1.995 0.0857
H -2.754 -6.598 2.985 0.0755
H -4.206 -4.562 3.050 0.0893
H -3.384 -2.418 2.166 0.1049
C 4.735 -2.686 -0.982 -0.1002
N 4.132 -2.193 -2.215 -0.3024
C 3.451 -3.292 -2.889 -0.1364
P 3.636 -0.610 -2.185 0.5601
O 2.833 0.055 -1.112 -0.4961
N 3.373 -0.102 -3.755 -0.2961
C 3.122 1.315 -3.874 -0.1155
C 4.117 -0.625 -4.869 -0.1385
N 5.174 0.074 -1.804 -0.3178
C 6.390 -0.294 -2.473 -0.1617
C 5.387 1.095 -0.815 -0.1333
H 3.967 -3.151 -0.351 0.0803
H 5.199 -1.877 -0.423 0.0768
H 5.503 -3.427 -1.231 0.0790
H 2.675 -3.721 -2.251 0.0735
H 4.211 -4.055 -3.109 0.0793
H 2.977 -2.969 -3.808 0.0647
H 2.546 1.674 -3.022 0.0644
H 2.537 1.509 -4.778 0.0824
H 4.063 1.890 -3.926 0.0807
H 4.421 -1.654 -4.706 0.0601
H 5.029 -0.035 -5.068 0.0736
H 3.500 -0.602 -5.776 0.0824
H 6.228 -1.123 -3.160 0.0611
H 7.158 -0.617 -1.751 0.0731
H 6.826 0.541 -3.046 0.0723
H 4.460 1.325 -0.300 0.0634
H 5.789 2.013 -1.274 0.0722
H 6.122 0.763 -0.064 0.0755
C -4.159 -2.669 -3.092 -0.1927
Si -2.264 -2.642 -3.054 0.1759
C -1.710 -2.334 -4.841 -0.1860
C -1.700 -4.389 -2.606 -0.1724
O -1.667 -1.544 -2.058 -0.5960
H -4.535 -3.495 -3.701 0.0086
H -4.544 -1.735 -3.508 0.0039
H -4.560 -2.778 -2.084 0.0160
H -2.014 -3.147 -5.508 0.0086
H -0.625 -2.241 -4.871 0.0152
H -2.139 -1.404 -5.222 0.0078
H -2.065 -5.127 -3.327 0.0112
H -2.049 -4.674 -1.612 0.0184
H -0.610 -4.432 -2.592 0.0180
F 1.617 -1.626 -2.579 -0.6799
Cl 2.278 -0.373 2.125 0.3570
C 1.074 -0.113 3.665 -0.4164
H 0.513 -1.043 3.669 0.0786
H 1.843 -0.040 4.436 0.0711
```

Formula: C3H7N3O
Source: the Open Molecules 2025 dataset
Level of theory: ωB97M-V/def2-TZVPD

The LUMO energy is 1.04 eV. The relative energy (zero: lowest compared OMol25 entry of this formula, charge and spin) comes out at 297.4 kJ/mol.

```
14
Properties=species:S:1:pos:R:3:lowdin_charge:R:1
C 2.081 -0.324 0.166 0.0209
N 0.108 1.137 -0.667 0.1038
C 0.635 -0.065 -0.092 -0.5995
N -2.418 0.091 -0.216 0.1031
C -1.268 -0.309 0.450 -0.3661
N -0.275 0.741 0.703 0.0589
O -0.237 -1.122 -0.318 -0.0043
H 0.755 1.917 -0.570 0.1047
H -3.004 -0.689 -0.480 0.0896
H -2.183 0.658 -1.025 0.0810
H -1.489 -0.855 1.369 0.1491
H 2.178 -1.123 0.897 0.0866
H 2.559 -0.632 -0.762 0.0874
H 2.558 0.576 0.546 0.0849
```

Formula: C21H32N2O7S
Source: the Open Molecules 2025 dataset
Level of theory: ωB97M-V/def2-TZVPD

The LUMO energy is 0.48 eV.

```
63
Properties=species:S:1:pos:R:3:lowdin_charge:R:1
C 6.056 -3.250 -0.058 -0.1103
C 5.205 -2.671 1.038 -0.1509
C 4.209 -1.753 0.781 -0.1160
C 3.360 -1.194 1.830 -0.5056
C 2.338 -0.316 1.568 -0.0516
C 1.588 0.068 2.762 -0.1472
C 2.111 -0.527 3.890 -0.3793
S 3.489 -1.561 3.548 1.1119
C 1.523 -0.380 5.267 -0.3202
O 2.562 -0.165 6.227 -0.0297
C 0.523 0.786 5.333 -0.3068
O -0.249 0.671 6.538 -0.0251
C -0.411 0.759 4.114 -0.0383
C 0.378 0.989 2.807 -0.3442
O 0.885 2.334 2.842 0.0308
C -0.526 0.780 1.551 -0.3519
O -0.164 1.308 0.504 0.0750
O -1.658 0.031 1.648 0.1411
H 5.762 -2.859 -1.037 0.0713
H 5.954 -4.339 -0.074 0.0727
H 7.107 -2.999 0.114 0.0732
H 5.389 -3.000 2.056 0.0836
H 4.038 -1.435 -0.243 0.1045
H 2.104 0.041 0.570 0.1032
H 0.994 -1.308 5.508 0.1586
H 2.154 0.041 7.087 0.1021
H 1.077 1.731 5.344 0.1612
H -0.834 1.443 6.641 0.1067
H -1.178 1.533 4.211 0.1400
H -0.916 -0.212 4.080 0.1412
H 1.292 2.534 1.979 0.1149
H -2.110 0.066 0.787 0.1044
C -4.153 -0.774 -4.520 -0.0583
N -4.371 -0.881 -3.077 0.0373
C -3.642 -0.337 -2.098 -0.4833
O -3.970 -0.524 -0.937 0.0564
C -2.377 0.481 -2.429 -0.2188
C -1.141 -0.437 -2.349 -0.1117
C 0.152 0.169 -2.923 -0.4196
C 1.328 -0.762 -2.630 -0.0724
C 0.064 0.355 -4.441 -0.0702
N -2.189 1.638 -1.540 0.1206
C -2.978 2.705 -1.415 -0.5409
C -4.223 2.833 -2.271 0.0163
O -2.702 3.593 -0.625 0.0442
H -3.134 -1.072 -4.774 0.0774
H -4.323 0.253 -4.851 0.0817
H -4.849 -1.430 -5.046 0.0892
H -5.162 -1.421 -2.759 0.1464
H -2.472 0.853 -3.445 0.1130
H -0.976 -0.699 -1.303 0.1157
H -1.352 -1.363 -2.886 0.1278
H 0.351 1.133 -2.455 0.1322
H 1.422 -0.902 -1.554 0.0604
H 2.250 -0.318 -3.006 0.0814
H 1.171 -1.730 -3.106 0.0856
H 1.021 0.715 -4.819 0.0798
H -0.692 1.098 -4.687 0.0703
H -0.176 -0.591 -4.924 0.0814
H -1.371 1.648 -0.942 0.0947
H -4.950 2.087 -1.959 0.0826
H -3.965 2.704 -3.319 0.0747
H -4.645 3.826 -2.125 0.0867
```

Formula: C21H46N3OP2SZn
Source: the Open Molecules 2025 dataset
Level of theory: ωB97M-V/def2-TZVPD

Its total charge is +1. The LUMO energy is -2.38 eV. The relative energy (zero: lowest compared OMol25 entry of this formula, charge and spin) comes out at 169.4 kJ/mol.

```
75
Properties=species:S:1:pos:R:3:lowdin_charge:R:1
Zn -0.440 -0.043 0.203 0.1693
P -0.062 -2.293 -0.359 0.9863
P -0.081 2.314 -0.137 0.9970
N -0.147 0.118 -2.364 -0.1269
C 0.069 -2.368 -2.214 -0.3059
H 0.664 -3.260 -2.488 0.0919
H -0.974 -2.541 -2.521 0.0795
C 0.596 -1.073 -2.850 -0.2634
H 1.701 -1.055 -2.807 0.1259
H 0.231 -1.089 -3.896 0.1248
C 0.587 1.359 -2.721 -0.2671
H 0.228 1.475 -3.764 0.1249
H 1.692 1.340 -2.682 0.1259
C 0.049 2.578 -1.969 -0.3128
H -0.994 2.773 -2.257 0.0790
H 0.641 3.493 -2.155 0.0921
C 1.430 3.282 0.494 -0.5281
C 1.755 2.894 1.946 -0.1230
H 2.716 3.368 2.209 0.0912
H 1.865 1.804 2.049 0.0334
H 0.989 3.249 2.655 0.0632
C -1.621 3.292 0.398 -0.5206
C -1.718 3.470 1.916 -0.1259
H -2.693 3.912 2.162 0.0899
H -0.973 4.172 2.310 0.0656
H -1.644 2.515 2.455 0.0011
C -1.614 -3.295 0.062 -0.5251
C -1.740 -3.593 1.556 -0.1224
H -2.719 -4.051 1.748 0.0913
H -1.681 -2.684 2.167 0.0024
H -0.985 -4.307 1.906 0.0656
C 1.442 -3.320 0.154 -0.5293
C 1.782 -3.085 1.636 -0.1240
H 2.759 -3.559 1.831 0.0918
H 1.041 -3.549 2.312 0.0643
H 1.862 -2.009 1.863 0.0337
C 1.960 -0.028 0.444 -0.0586
O 3.073 -0.014 0.201 0.1326
C -1.874 4.613 -0.335 -0.1060
H -1.167 5.394 -0.029 0.0633
H -1.859 4.509 -1.426 0.0664
H -2.870 4.974 -0.051 0.0881
C -1.868 -4.546 -0.781 -0.1045
H -2.870 -4.920 -0.535 0.0886
H -1.836 -4.353 -1.858 0.0673
H -1.168 -5.351 -0.532 0.0622
C 1.387 -4.822 -0.186 -0.1047
H 2.399 -5.224 -0.006 0.0885
H 0.696 -5.376 0.474 0.0757
H 1.132 -5.001 -1.244 0.0730
C 1.382 4.809 0.303 -0.1061
H 0.689 5.298 1.011 0.0746
H 2.394 5.185 0.530 0.0879
H 1.137 5.092 -0.735 0.0728
H 2.235 2.881 -0.156 0.1008
H 2.246 -2.861 -0.458 0.1028
H -2.387 2.555 0.102 0.0928
H -2.368 -2.531 -0.188 0.0907
H -0.978 0.152 -2.967 0.1284
H -1.952 -0.080 1.020 -0.1950
S -1.536 -0.109 2.847 0.5709
C -0.161 -0.204 3.960 -0.7195
N 0.284 0.906 4.602 0.0002
C 0.646 0.854 6.044 -0.1619
C 1.460 -0.389 6.285 -0.1795
C 0.747 -1.622 5.780 -0.1655
N 0.329 -1.401 4.384 0.0041
H -0.208 1.753 4.330 0.1070
H -0.246 0.908 6.707 0.1361
H 1.210 1.754 6.245 0.1150
H 1.647 -0.494 7.343 0.1151
H 2.454 -0.303 5.802 0.1307
H -0.110 -1.894 6.427 0.1324
H 1.396 -2.497 5.781 0.1192
H -0.107 -2.200 3.945 0.0987
```

Formula: C6H8N3O2
Source: the Open Molecules 2025 dataset
Level of theory: ωB97M-V/def2-TZVPD

Its total charge is +1. The LUMO energy is -6.06 eV. The relative energy (zero: lowest compared OMol25 entry of this formula, charge and spin) comes out at 594.7 kJ/mol.

```
19
Properties=species:S:1:pos:R:3:lowdin_charge:R:1
C 0.583 -2.306 0.051 -0.1269
C 1.299 -1.083 0.120 -0.0183
C 0.644 0.450 0.195 -0.0311
C -1.319 0.154 -1.244 -0.0271
C -1.690 0.507 1.239 -0.0745
C -0.807 0.875 0.054 -0.3760
N -0.052 -3.199 -0.208 0.2674
N 2.546 -0.951 -0.162 0.0709
N 1.579 1.293 -0.024 -0.0456
O 1.855 2.436 -0.075 0.2291
O 3.010 0.261 -0.207 0.0658
H -0.789 0.571 -2.108 0.0920
H -2.486 0.412 -1.149 0.1456
H -1.189 -0.928 -0.914 0.0726
H -2.065 -0.596 1.408 0.1305
H -2.669 1.013 1.178 0.0914
H -1.063 0.790 2.144 0.1053
H -0.637 2.029 -0.075 0.1827
H 3.251 -1.728 -0.223 0.2463
```

Formula: C39H70NO11PSi2
Source: the Open Molecules 2025 dataset
Level of theory: ωB97M-V/def2-TZVPD

The LUMO energy is 0.33 eV. The relative energy (zero: lowest compared OMol25 entry of this formula, charge and spin) comes out at 0.0 kJ/mol.

```
124
Properties=species:S:1:pos:R:3:lowdin_charge:R:1
C 0.619 -3.264 4.824 -0.1077
C 1.238 -3.426 3.415 -0.2569
C 1.025 -2.136 2.558 -0.2143
C 2.323 -1.884 1.731 -0.4051
C 3.403 -1.208 2.607 -0.1043
Si 1.908 -0.909 0.139 0.4286
C 3.140 0.479 -0.265 -0.2095
C 3.033 1.716 0.606 -0.2747
C 4.021 1.953 1.547 -0.0833
C 4.023 3.040 2.390 -0.0690
C 2.997 3.968 2.265 -0.0492
C 2.026 3.762 1.311 -0.2709
C 0.931 4.823 1.166 -0.0410
C 2.017 2.652 0.498 -0.0152
O 0.332 -0.344 0.322 -0.3679
Si -0.775 -0.618 -0.906 0.5236
C -2.500 -0.100 -0.330 -0.2459
C -2.478 0.992 0.775 -0.4191
C -2.125 2.357 0.134 -0.0362
O -3.712 0.982 1.487 -0.1088
C -4.772 1.568 0.776 -0.1813
C -6.108 1.255 1.418 -0.1828
C -6.264 0.352 2.451 -0.0364
C -7.501 0.114 3.001 -0.1007
C -8.628 0.763 2.555 -0.1026
C -8.474 1.647 1.497 -0.1008
C -7.243 1.881 0.946 -0.0587
P 2.123 -2.464 -1.526 0.7155
N 2.789 -1.591 -2.897 -0.2387
O 3.339 -3.500 -1.066 -0.3499
H 1.189 -2.536 5.412 0.0669
H 0.601 -4.230 5.338 0.0646
H -0.406 -2.904 4.671 0.0731
H 0.794 -4.280 2.889 0.0746
H 2.317 -3.616 3.512 0.0939
H 0.885 -1.304 3.259 0.1105
H 0.160 -2.337 1.922 0.0875
H 2.706 -2.882 1.465 0.0904
H 4.304 -0.949 2.046 0.0558
H 2.966 -0.287 3.018 0.0794
H 3.615 -1.840 3.478 0.0754
H 4.161 0.081 -0.173 0.0811
H 3.024 0.740 -1.328 0.0703
H 4.845 1.243 1.627 0.1031
H 4.807 3.167 3.129 0.1027
H 3.008 4.825 2.934 0.1200
H 0.482 5.095 2.123 0.0805
H 1.428 5.719 0.768 0.0805
H 0.210 4.469 0.423 0.0549
H 1.229 2.520 -0.242 0.1094
H -0.410 0.274 -2.032 -0.0116
H -0.886 -2.026 -1.311 -0.0338
H -3.154 0.160 -1.172 0.0737
H -2.944 -0.997 0.134 0.0871
H -1.698 0.696 1.485 0.1323
H -1.041 2.393 -0.007 0.0526
H -2.496 3.156 0.784 0.0853
H -2.658 2.423 -0.822 0.0861
H -4.713 2.665 0.735 0.1008
H -4.856 1.233 -0.272 0.1356
H -5.379 -0.160 2.819 0.1159
H -7.597 -0.595 3.821 0.1041
H -9.591 0.582 3.023 0.1001
H -9.364 2.155 1.131 0.1022
H -7.211 2.587 0.116 0.1195
H 3.725 -1.239 -2.681 0.0172
H 2.234 -0.746 -3.041 0.0098
H 4.165 -3.006 -0.945 0.0441
O -4.704 4.724 -0.265 0.0948
C -4.226 5.718 -0.740 -0.5160
O -3.687 5.662 -1.972 0.0017
C -3.246 6.813 -2.697 -0.2346
C -1.834 7.205 -2.312 -0.0638
C -4.138 7.001 0.050 0.0171
H -3.953 7.637 -2.587 0.1139
H -3.268 6.525 -3.747 0.1225
H -1.767 7.482 -1.259 0.0672
H -1.493 8.050 -2.912 0.0820
H -1.154 6.367 -2.466 0.0829
H -3.268 6.955 0.704 0.0974
H -5.036 7.088 0.658 0.0931
H -4.084 7.898 -0.561 0.0690
O -0.374 -4.797 1.254 0.0834
C -0.325 -5.487 0.267 -0.5033
O 0.303 -6.669 0.325 0.0133
C 0.269 -7.624 -0.743 -0.2214
C 1.321 -7.329 -1.788 -0.0714
C -0.879 -5.012 -1.053 0.0032
H -0.734 -7.692 -1.170 0.1123
H 0.474 -8.590 -0.281 0.1211
H 1.159 -6.361 -2.258 0.0558
H 1.311 -8.092 -2.564 0.0785
H 2.312 -7.300 -1.332 0.0838
H -0.142 -4.364 -1.531 0.0352
H -1.785 -4.440 -0.856 0.0861
H -1.153 -5.815 -1.734 0.0522
O 6.210 5.377 3.176 0.0967
C 6.969 4.901 2.378 -0.5396
O 7.873 3.987 2.778 -0.0020
C 8.698 3.242 1.878 -0.2375
C 9.942 4.014 1.492 -0.0652
C 6.983 5.377 0.945 0.0143
H 8.124 2.912 1.010 0.1127
H 8.984 2.341 2.421 0.1225
H 9.695 4.936 0.964 0.0670
H 10.585 3.411 0.850 0.0818
H 10.502 4.298 2.384 0.0846
H 7.566 6.295 0.882 0.0959
H 5.957 5.581 0.646 0.0899
H 7.376 4.650 0.238 0.0686
O -0.223 -6.744 -4.310 0.1025
C -1.352 -6.439 -4.579 -0.5228
O -2.368 -7.101 -3.990 -0.0098
C -3.741 -6.710 -4.103 -0.2351
C -4.375 -7.259 -5.364 -0.0642
C -1.656 -5.391 -5.622 0.0173
H -3.844 -5.627 -4.020 0.1146
H -4.239 -7.135 -3.232 0.1235
H -3.888 -6.872 -6.259 0.0676
H -5.432 -6.998 -5.406 0.0829
H -4.278 -8.345 -5.393 0.0848
H -1.599 -5.848 -6.610 0.0976
H -0.903 -4.609 -5.547 0.0936
H -2.623 -4.910 -5.502 0.0696
```

Formula: I2OS
Source: the Open Molecules 2025 dataset
Level of theory: ωB97M-V/def2-TZVPD

The LUMO energy (spin up / spin down) is -2.17 / -2.01 eV. The relative energy (zero: lowest compared OMol25 entry of this formula, charge and spin) comes out at 387.1 kJ/mol.

```
4
Properties=species:S:1:pos:R:3:lowdin_charge:R:1
O -0.868 -0.001 -1.009 -0.7895
S 0.204 -1.691 0.881 -0.3709
I 2.464 -1.289 0.264 0.3548
I -0.981 -2.236 -1.112 0.8056
```

Formula: C3H7N3OS
Source: the Open Molecules 2025 dataset
Level of theory: ωB97M-V/def2-TZVPD

The LUMO energy is 0.34 eV. The relative energy (zero: lowest compared OMol25 entry of this formula, charge and spin) comes out at 468.1 kJ/mol.

```
15
Properties=species:S:1:pos:R:3:lowdin_charge:R:1
C 0.853 -0.110 0.074 -0.4072
C -0.095 1.042 0.034 -0.0629
C -2.411 0.135 0.502 -0.7248
H 2.444 -1.699 -0.618 0.2290
H 2.660 0.744 -0.835 0.1304
H -0.164 -1.718 0.211 0.0474
H -0.177 1.336 1.035 0.1066
H 0.035 1.860 -0.678 0.1364
H -1.578 -0.110 -1.129 0.0969
H -2.405 0.831 1.517 0.1393
N 2.249 0.263 -0.023 -0.0536
N 0.723 -1.335 0.150 0.1571
N -1.422 0.449 -0.307 -0.1083
O 3.043 -0.941 0.147 -0.1853
S -3.754 -0.747 -0.080 0.4990
```